(1)
3 unconnected molecules or ions with the total composition C10H23FINO9PS at a distorted geometry. Source: the OMol25 dataset; level of theory: the ωB97M-V functional and the def2-TZVPD basis.

Values from the calculation:
* E_HOMO: -5.01 eV
* gap between HOMO and LUMO: 7.094 eV

ORCA input file:
```
! RIJCOSX wB97M-V def2-TZVPD def2/J DEFGRID3
* xyz -1 1
N -0.79 -2.68 -5.24
C -1.44 -3.95 -5.15
C -0.69 -5.00 -6.06
O 0.51 -4.77 -6.20
O -1.39 -5.92 -6.52
P -1.47 -4.40 -3.30
O -0.12 -3.70 -2.69
I -1.05 -6.79 -3.13
S -3.21 -3.84 -5.57
O -3.66 -2.51 -5.30
O -3.90 -4.89 -4.90
F -3.33 -4.11 -7.09
H -1.42 -1.92 -5.03
H -0.41 -2.53 -6.17
H -0.43 -2.82 -2.42
C -0.84 1.36 -0.78
O -0.49 -0.01 -0.76
C 0.71 -0.26 -0.04
C 0.42 -0.83 1.33
O -0.23 0.12 2.17
C -1.62 -0.11 2.29
H -1.84 1.44 -1.19
H -0.83 1.80 0.23
H -0.16 1.93 -1.43
H 1.31 0.65 0.04
H 1.29 -1.00 -0.61
H 1.37 -1.10 1.81
H -0.18 -1.74 1.25
H -1.81 -0.99 2.91
H -2.09 -0.24 1.32
H -2.05 0.76 2.79
C 2.23 5.46 3.28
O 1.03 4.72 3.40
C 1.10 3.44 2.78
C 1.30 2.33 3.78
O 2.58 2.42 4.40
C 2.54 2.96 5.70
H 2.15 6.33 3.93
H 3.10 4.87 3.59
H 2.37 5.80 2.25
H 1.89 3.42 2.03
H 0.14 3.28 2.27
H 1.24 1.38 3.26
H 0.50 2.35 4.54
H 2.08 2.25 6.41
H 1.98 3.90 5.73
H 3.56 3.15 6.02
*
```



(2)
C4H5NO in the gas phase at a distorted geometry. Source: the OMol25 dataset; level of theory: the ωB97M-V functional and the def2-TZVPD basis.

Values from the calculation:
* ΔE to the lowest compared entry with this formula, charge and spin: 77.9 kcal per mole
* E_HOMO: -7.44 eV
* gap between HOMO and LUMO: 8.179 eV
* SMILES: Oc1ccc[nH]1

ORCA input file:
```
! RIJCOSX wB97M-V def2-TZVPD def2/J DEFGRID3
* xyz 0 1
O 2.14 0.94 -0.27
C 1.03 0.10 0.06
C 0.13 -1.40 -0.18
C -1.19 -0.91 -0.08
C -1.24 0.45 0.00
N 0.01 0.98 0.04
H 3.03 0.69 0.00
H 0.13 -2.45 0.24
H -2.13 -1.47 0.04
H -2.08 1.08 0.22
H 0.17 1.98 -0.08
*
```



(3)
2 unconnected molecules or ions with the total composition C3H7BrSi at a distorted geometry. Source: the OMol25 dataset; level of theory: the ωB97M-V functional and the def2-TZVPD basis.

Values from the calculation:
* ΔE to the lowest compared entry with this formula, charge and spin: 117.2 kcal per mole
* E_HOMO (spin up / spin down): -9.02 / -7.03 eV
* gap between HOMO and LUMO (spin up / spin down): 8.508 / 6.169 eV

ORCA input file:
```
! RIJCOSX wB97M-V def2-TZVPD def2/J DEFGRID3
* xyz 0 1
C 1.33 -0.92 -0.03
C 1.81 0.31 0.19
C -1.80 -0.81 -0.21
Si 0.48 1.73 0.14
Br -3.53 0.16 -0.29
H 2.10 -1.77 0.02
H 0.29 -1.10 -0.12
H 2.88 0.40 0.23
H -1.89 -1.57 0.52
H -1.57 -1.06 -1.17
H -0.65 1.56 1.13
H 0.53 3.07 -0.40
*
```



(4)
A molecular structure, C48H77BN11O8Pb at a distorted geometry. Source: the OMol25 dataset; level of theory: the ωB97M-V functional and the def2-TZVPD basis.

Values from the calculation:
* ΔE to the lowest compared entry with this formula, charge and spin: 0.0 kcal per mole
* E_HOMO: -12.47 eV
* gap between HOMO and LUMO: 7.418 eV

ORCA input file:
```
! RIJCOSX wB97M-V def2-TZVPD def2/J DEFGRID3
* xyz 1 1
Pb -0.69 -2.61 -6.04
O 1.14 -3.53 -1.70
C 0.81 -2.39 -1.58
O 1.12 -1.55 -0.63
B 0.35 -0.31 -0.79
O -0.26 -0.42 -2.13
C -0.05 -1.59 -2.64
O -0.51 -1.97 -3.69
O 1.27 0.83 -0.75
C 0.90 1.67 0.20
O 1.52 2.60 0.62
C -0.38 1.10 0.85
O -0.63 -0.06 0.27
O -0.98 1.59 1.76
C -3.80 4.35 4.94
C -3.15 3.31 4.02
C -2.62 2.04 4.65
C -1.72 2.20 5.77
N -0.96 2.29 6.63
H -4.49 4.94 4.33
H -3.08 4.96 5.48
H -4.44 3.81 5.64
H -2.38 3.85 3.47
H -3.83 3.01 3.21
H -2.03 1.43 3.95
H -3.43 1.35 4.90
C 2.97 -4.21 2.48
C 4.21 -3.62 1.82
C 4.26 -3.83 0.31
C 3.98 -5.20 -0.15
N 3.77 -6.27 -0.51
H 2.03 -3.77 2.14
H 3.02 -4.05 3.55
H 2.87 -5.28 2.31
H 5.08 -4.08 2.28
H 4.24 -2.55 2.02
H 5.27 -3.56 0.00
H 3.61 -3.20 -0.31
C -1.13 2.57 -3.32
C 0.27 2.93 -3.83
C 0.50 2.52 -5.31
C 0.27 1.12 -5.59
N 0.10 0.02 -5.86
H -1.28 1.48 -3.35
H -1.91 2.84 -4.04
H -1.36 2.98 -2.34
H 0.99 2.40 -3.21
H 0.36 4.00 -3.70
H 1.53 2.77 -5.57
H -0.16 3.10 -5.95
C 3.23 0.06 -3.48
C 4.05 0.81 -2.45
C 3.82 2.33 -2.53
C 3.57 2.87 -3.88
N 3.36 3.24 -4.95
H 3.42 -1.01 -3.38
H 3.57 0.35 -4.48
H 2.16 0.21 -3.35
H 5.12 0.64 -2.48
H 3.68 0.55 -1.46
H 4.61 2.91 -2.05
H 2.88 2.59 -2.03
C -5.67 -3.66 -4.61
C -5.25 -5.05 -4.17
C -4.02 -5.01 -3.23
C -2.77 -4.68 -3.92
N -1.77 -4.45 -4.44
H -6.46 -3.67 -5.37
H -4.89 -3.08 -5.11
H -6.10 -3.12 -3.77
H -5.02 -5.68 -5.03
H -6.01 -5.52 -3.56
H -3.88 -6.00 -2.81
H -4.19 -4.24 -2.47
C -3.65 -3.19 2.45
C -2.17 -2.95 2.27
C -1.62 -3.36 0.91
C -2.41 -2.79 -0.20
N -3.06 -2.36 -1.04
H -3.93 -4.23 2.33
H -4.23 -2.65 1.70
H -3.99 -2.85 3.43
H -1.66 -3.51 3.06
H -1.90 -1.92 2.50
H -1.60 -4.43 0.73
H -0.59 -3.00 0.87
C -4.68 1.32 0.20
C -4.39 0.34 1.32
C -5.48 0.31 2.41
C -6.78 -0.17 2.02
N -7.81 -0.58 1.70
H -5.66 1.15 -0.25
H -3.98 1.17 -0.62
H -4.69 2.33 0.61
H -3.44 0.57 1.81
H -4.21 -0.67 0.96
H -5.69 1.32 2.78
H -5.21 -0.31 3.27
C 3.97 -6.83 -4.51
C 2.54 -7.22 -4.16
C 1.79 -6.09 -3.44
C 1.50 -4.95 -4.26
N 1.24 -4.04 -4.91
H 4.68 -6.98 -3.70
H 4.04 -5.80 -4.88
H 4.42 -7.49 -5.25
H 2.55 -8.11 -3.53
H 2.09 -7.54 -5.10
H 2.37 -5.90 -2.54
H 0.83 -6.43 -3.03
C 5.46 0.24 3.30
C 5.26 1.70 2.89
C 5.23 2.01 1.38
C 6.28 1.36 0.59
N 7.09 0.85 -0.04
H 4.87 -0.47 2.72
H 5.25 0.13 4.36
H 6.52 0.02 3.14
H 6.04 2.25 3.42
H 4.35 2.10 3.34
H 5.35 3.08 1.20
H 4.27 1.66 0.99
C -2.89 4.68 0.48
C -1.53 5.21 0.96
C -1.60 6.47 1.84
C -2.54 7.47 1.31
N -3.28 8.26 0.93
H -2.83 3.85 -0.23
H -3.45 5.47 -0.03
H -3.48 4.36 1.34
H -0.83 5.31 0.12
H -1.06 4.38 1.49
H -0.62 6.94 1.91
H -1.90 6.21 2.85
C 2.21 4.13 3.20
C 2.66 4.43 4.61
C 1.57 4.21 5.66
C 0.41 5.06 5.35
N -0.48 5.76 5.16
H 1.60 4.93 2.76
H 1.61 3.21 3.20
H 3.03 4.03 2.50
H 2.98 5.48 4.61
H 3.55 3.86 4.88
H 1.90 4.64 6.61
H 1.20 3.19 5.70
*
```



Result set for total energy: -2263.86130; -285.29046; -2981.80531; -3297.08027 Ha, one per record in the order listed.